This record from the OMol25 dataset describes a structure of composition C26H46O34S7. The level of theory is ωB97M-V with the def2-TZVPD basis set.

Its calculated total energy is -173164.0858 eV.

Element x y z (Å)
C  -3.86  20.29  -2.06
C  -3.85  18.95  -1.35
O  -5.15  18.84  -0.74
S  -5.83  20.29  -0.54
O  -5.96  20.60  0.85
O  -6.92  20.41  -1.44
O  -4.59  21.11  -1.13
H  -4.24  20.35  -3.08
H  -2.87  20.76  -2.11
H  -3.13  18.99  -0.54
H  -3.64  18.12  -2.02
C  -9.86  23.79  -3.74
C  -9.91  23.24  -2.32
O  -10.68  22.04  -2.47
S  -10.29  21.28  -3.83
O  -11.44  20.72  -4.44
O  -9.13  20.47  -3.68
O  -9.87  22.65  -4.60
H  -8.97  24.39  -3.93
H  -10.73  24.39  -3.99
H  -10.49  23.88  -1.67
H  -8.94  22.97  -1.92
C  -4.88  27.72  -8.02
C  -4.40  29.04  -7.34
O  -5.54  29.70  -6.82
S  -6.59  28.54  -6.39
O  -7.91  29.04  -6.43
O  -6.13  27.82  -5.24
O  -6.27  27.67  -7.69
H  -4.27  26.90  -7.66
H  -4.86  27.82  -9.11
H  -3.76  29.64  -7.99
H  -3.75  28.73  -6.52
C  -6.11  24.52  -6.53
C  -6.99  23.34  -7.04
O  -6.09  22.26  -7.16
S  -4.97  22.35  -6.02
O  -3.77  21.79  -6.53
O  -5.53  21.94  -4.78
O  -4.89  23.97  -6.06
H  -6.67  25.05  -5.76
H  -5.90  25.28  -7.28
H  -7.49  23.60  -7.96
H  -7.72  23.11  -6.25
C  -6.18  24.32  -2.75
C  -5.49  25.67  -3.01
O  -4.29  25.61  -2.26
S  -3.72  24.09  -2.20
O  -3.15  23.86  -0.92
O  -2.88  23.87  -3.34
O  -5.15  23.44  -2.34
H  -6.62  23.94  -3.66
H  -6.91  24.35  -1.94
H  -6.14  26.44  -2.61
H  -5.32  25.82  -4.07
C  -1.64  21.54  0.78
C  -0.65  22.03  -0.30
O  0.23  20.95  -0.63
S  -0.04  19.65  0.27
O  0.87  19.67  1.36
O  -0.19  18.51  -0.55
O  -1.49  20.12  0.77
H  -2.65  21.84  0.52
H  -1.26  21.81  1.77
H  -0.09  22.93  -0.04
H  -1.16  22.29  -1.23
C  -7.73  29.84  -1.28
C  -8.67  29.63  -0.06
O  -9.10  28.27  -0.11
S  -8.88  27.69  -1.58
O  -9.95  28.11  -2.40
O  -8.52  26.31  -1.54
O  -7.55  28.55  -1.86
H  -6.76  30.25  -1.02
H  -8.18  30.51  -2.00
H  -9.52  30.30  -0.12
H  -8.14  29.82  0.87
O  -2.17  22.37  4.35
C  -3.13  22.79  3.78
O  -4.37  22.26  4.01
C  -5.35  22.91  3.18
C  -4.52  23.44  2.02
C  -3.27  23.89  2.74
H  -5.86  23.72  3.70
H  -6.10  22.18  2.87
H  -5.03  24.22  1.46
H  -4.39  22.65  1.28
H  -3.34  24.82  3.31
H  -2.35  23.92  2.16
O  -1.75  27.51  -6.31
C  -1.43  26.39  -6.60
O  -2.28  25.35  -6.43
C  -1.68  24.12  -6.89
C  -0.18  24.39  -7.00
C  -0.14  25.91  -7.19
H  -2.13  23.79  -7.83
H  -1.90  23.39  -6.12
H  0.26  23.91  -7.88
H  0.37  24.10  -6.11
H  -0.15  26.17  -8.25
H  0.73  26.36  -6.72
O  2.88  26.35  -4.27
C  1.79  26.34  -3.78
O  0.92  25.32  -3.99
C  -0.35  25.59  -3.37
C  -0.33  27.07  -2.99
C  1.16  27.44  -2.95
H  -0.43  24.96  -2.49
H  -1.13  25.39  -4.10
H  -0.80  27.29  -2.03
H  -0.84  27.75  -3.67
H  1.66  27.31  -1.99
H  1.46  28.31  -3.52